This record from OMol25 describes a structure of composition C54H111NO12 at a distorted geometry. The level of theory is the ωB97M-V functional and the def2-TZVPD basis.

Relative energy (zero: lowest compared OMol25 entry of this formula, charge and spin) = 69.985 eV
LUMO level = 0.394 eV
Kohn-Sham gap = 7.879 eV
Max |F| = 12.7 eV/Å
DFT total energy = -83781.325 eV
Spin multiplicity = 1

Atoms and positions in Å:
1 O -3.224 -2.464 -3.991
2 O -1.664 2.380 2.779
3 O 3.069 1.094 4.379
4 O 2.379 4.713 1.401
5 O 1.618 -3.898 1.000
6 O -1.025 4.624 0.313
7 O -0.333 2.724 -1.358
8 O 2.340 -2.927 -2.594
9 O -0.165 -3.667 -1.766
10 O -2.510 -1.326 3.251
11 O -2.893 -1.374 -1.707
12 O 2.452 1.345 -1.665
13 N 0.717 -0.678 0.381
14 C -1.639 2.007 -3.085
15 C 2.899 -3.088 2.842
16 C -1.571 -0.831 -4.288
17 C -1.269 -4.569 -1.726
18 C -0.944 -2.161 -3.888
19 C 1.506 -2.504 2.924
20 C 3.232 0.184 -2.005
21 C 0.831 0.653 -0.252
22 C 3.349 3.815 0.788
23 C -0.431 -4.094 0.442
24 C 1.324 1.421 -2.540
25 C -3.122 3.651 0.955
26 C -3.892 2.147 3.065
27 C -1.324 -1.891 2.710
28 C -0.708 -0.340 4.400
29 C -2.637 0.521 -0.408
30 C -3.514 1.111 1.978
31 C -2.236 -0.526 4.450
32 C 1.289 0.094 -3.310
33 C 2.816 3.624 -0.669
34 C -0.803 -1.582 -1.375
35 C 2.940 2.228 3.541
36 C 4.513 -2.326 -2.224
37 C 3.132 -1.113 0.761
38 C 1.330 0.679 2.845
39 C -0.315 -0.758 2.993
40 C -1.999 1.244 1.917
41 C -2.598 2.503 3.802
42 C 0.001 1.703 0.509
43 C 2.339 1.652 2.297
44 C 0.717 -3.413 1.964
45 C -1.301 1.726 -1.568
46 C 1.551 4.460 -0.680
47 C -1.277 -5.096 -0.301
48 C 2.103 0.070 4.007
49 C -3.076 -1.089 -4.380
50 C -3.433 -0.476 0.402
51 C -3.402 -1.726 -0.428
52 C 2.829 -0.053 -3.405
53 C 2.814 -4.120 1.701
54 C -2.112 -2.861 -3.138
55 C -2.955 0.065 -1.813
56 C 2.740 -3.655 -1.403
57 C 3.513 -2.637 -3.305
58 C -0.556 -1.347 0.137
59 C -2.095 5.580 0.085
60 C 4.053 -3.054 -0.939
61 C 0.575 -3.768 -0.595
62 C -0.582 3.924 -2.077
63 C 1.136 4.670 0.769
64 C -1.561 3.457 0.951
65 C -3.332 4.696 -0.078
66 C -1.424 3.482 -3.254
67 C 1.848 -1.612 0.032
68 H -0.855 0.732 -1.537
69 H -0.980 -2.834 3.135
70 H -2.187 1.846 -0.945
71 H 1.056 -2.828 -0.327
72 H 1.785 5.462 -1.041
73 H 3.827 -1.949 0.827
74 H 0.385 1.623 -2.025
75 H -0.726 -6.036 -0.314
76 H -3.833 0.075 2.093
77 H -0.612 -2.698 -4.777
78 H -1.795 -2.035 -1.387
79 H -0.393 0.701 4.467
80 H 1.411 2.243 -3.251
81 H -0.013 -2.859 1.374
82 H -3.218 4.230 -1.057
83 H -0.202 -0.999 5.106
84 H 5.513 -2.622 -2.541
85 H -3.735 2.803 0.653
86 H -1.391 -2.209 1.669
87 H -1.087 4.667 -1.459
88 H -0.954 -3.174 0.703
89 H 0.250 2.691 0.122
90 H -2.924 1.555 -0.217
91 H 1.472 -0.298 4.816
92 H -1.546 1.330 0.929
93 H 1.886 0.927 -0.280
94 H 2.913 -0.754 1.767
95 H 2.653 -0.797 3.642
96 H -4.474 -0.152 0.431
97 H -2.971 -0.579 1.384
98 H -1.616 0.310 2.328
99 H -4.376 -2.199 -0.546
100 H -1.369 -0.702 0.470
101 H 3.145 -1.048 -3.717
102 H -2.376 -2.503 -2.143
103 H 0.797 0.151 -4.281
104 H -2.676 0.471 4.435
105 H 3.943 2.612 3.357
106 H -2.540 3.543 4.125
107 H 0.968 -0.002 2.075
108 H 0.887 -0.735 -2.727
109 H 0.305 4.430 -2.457
110 H 3.415 2.790 1.153
111 H -2.212 -4.057 -1.916
112 H 2.986 -0.714 -1.438
113 H -2.657 1.741 -3.369
114 H -0.985 1.380 -3.691
115 H 4.545 -1.265 -1.976
116 H 0.416 1.161 3.191
117 H 1.902 2.402 1.637
118 H 0.702 4.138 -1.284
119 H -0.094 -2.079 -3.212
120 H -4.294 5.208 -0.068
121 H -1.566 0.485 -0.208
122 H -3.600 -0.387 -3.731
123 H 4.644 -3.874 -0.532
124 H 1.038 -2.593 3.905
125 H -0.354 0.019 2.229
126 H -1.072 1.566 0.377
127 H 3.574 3.863 -1.415
128 H -1.091 -0.500 -5.209
129 H 2.888 -5.144 2.069
130 H -3.419 -1.002 -5.411
131 H -2.054 -3.947 -3.066
132 H 3.294 0.675 -4.070
133 H -1.137 -5.351 -2.474
134 H 2.101 -1.806 -1.011
135 H -3.914 0.381 -2.224
136 H 2.293 2.943 4.050
137 H -2.441 1.853 4.663
138 H -0.786 -0.656 -1.949
139 H -3.823 1.461 0.994
140 H 0.559 3.795 1.065
141 H 0.104 1.733 1.594
142 H 2.908 -4.693 -1.690
143 H 3.912 -2.347 -0.121
144 H 3.103 1.122 1.729
145 H -2.589 -0.985 5.373
146 H 1.497 -1.436 2.704
147 H 4.313 4.323 0.815
148 H 1.567 -2.574 0.458
149 H 0.003 -4.508 1.353
150 H -0.099 -2.276 -1.835
151 H -2.400 3.966 -3.234
152 H -0.864 3.710 -4.161
153 H -2.175 6.293 0.905
154 H 0.709 -1.131 2.953
155 H -4.590 1.839 3.843
156 H -1.341 -0.119 -3.495
157 H 2.504 2.592 -0.831
158 H -1.967 6.227 -0.783
159 H 1.359 -4.515 -0.719
160 H -2.284 -5.231 0.095
161 H 0.508 5.533 0.989
162 H -4.370 3.016 2.612
163 H -3.429 4.072 1.913
164 H 2.045 -3.631 -0.564
165 H 3.675 -4.133 1.034
166 H 0.166 -4.154 2.543
167 H -1.250 2.639 0.302
168 H 3.507 -1.823 -4.030
169 H 3.600 -0.273 0.247
170 H 4.271 0.494 -1.891
171 H 3.672 -2.327 2.735
172 H -2.698 -2.471 -0.057
173 H 0.521 0.639 -1.297
174 H -2.228 0.443 -2.532
175 H -1.109 3.339 1.935
176 H 3.753 -3.519 -3.898
177 H 3.108 -3.697 3.721
178 H -0.649 -2.231 0.767

This record from OMol25 describes a cluster of 9 separate species, C54H113Br2N10 in total at a distorted geometry. The level of theory is the ωB97M-V functional and the def2-TZVPD basis.

LUMO level (spin up / spin down) = -7.193 / -7.208 eV
Kohn-Sham gap (spin up / spin down) = 3.848 / 6.933 eV
Max |F| = 4.7 eV/Å
DFT total energy = -212776.696 eV
Spin multiplicity = 2
Charge = +4

Atoms and positions in Å:
1 Br 2.249 1.419 4.026
2 Br 4.866 -4.062 0.632
3 N 0.919 -3.275 4.868
4 N 3.506 0.451 0.298
5 N -4.648 1.166 -7.226
6 N 2.315 1.423 -4.447
7 N -5.872 2.763 1.596
8 N 3.207 3.492 -4.175
9 N 0.935 -4.767 -1.142
10 N -1.024 -5.173 -0.134
11 N 6.242 2.831 3.408
12 N 7.285 0.803 3.064
13 C -4.767 3.237 0.673
14 C 4.175 2.575 -4.209
15 C 0.438 0.174 -3.490
16 C 5.355 0.555 -1.335
17 C -3.947 1.652 -5.892
18 C 1.446 0.310 -4.630
19 C 1.994 2.804 -4.331
20 C 5.187 1.931 -0.694
21 C -6.163 1.622 -7.169
22 C -4.027 1.808 -8.514
23 C -6.786 1.880 0.848
24 C -1.911 2.078 2.359
25 C 1.920 -4.275 -2.166
26 C 8.268 -1.127 1.839
27 C -4.390 1.004 -4.527
28 C -5.205 2.127 2.896
29 C -5.176 2.490 -9.252
30 C 3.253 4.954 -4.180
31 C -3.709 1.598 -3.245
32 C 1.989 -3.054 3.792
33 C 0.034 -5.803 0.600
34 C 1.421 -1.250 0.177
35 C -6.473 2.048 -8.564
36 C -2.926 0.935 1.961
37 C -2.415 -5.184 0.248
38 C 7.560 -0.665 3.113
39 C 4.155 -0.452 1.323
40 C -0.411 -4.547 -1.229
41 C -5.408 4.398 -0.090
42 C 7.453 3.125 2.686
43 C -1.127 -3.626 3.437
44 C 1.972 0.278 0.450
45 C 5.279 3.837 3.879
46 C 1.210 -5.444 0.058
47 C -0.107 -1.388 0.504
48 C 3.135 -3.184 8.108
49 C -6.124 5.166 0.961
50 C -3.250 -4.200 -0.525
51 C -0.064 -2.107 5.029
52 C -6.543 4.090 2.026
53 C -1.273 -2.322 4.128
54 C 4.000 1.907 0.271
55 C 2.237 -3.003 9.384
56 C 6.241 1.453 3.652
57 C -1.106 -0.794 -0.459
58 C -4.322 0.976 2.695
59 C 3.914 0.026 -1.170
60 C -4.729 -0.355 -7.456
61 C 3.753 1.330 -4.427
62 C 2.486 -2.663 6.799
63 C 8.073 1.864 2.500
64 C -3.956 0.775 -1.987
65 C -0.059 -4.380 4.297
66 C 1.585 -3.773 6.183
67 H 2.041 -4.702 5.841
68 H -2.807 -3.204 -0.516
69 H 5.109 2.802 -1.344
70 H 1.489 -3.064 2.824
71 H 2.031 -0.603 -4.749
72 H 1.454 -3.762 9.383
73 H -7.462 2.411 0.178
74 H -6.094 4.189 -0.912
75 H 3.293 0.399 -1.984
76 H -3.527 1.052 -9.119
77 H 1.888 -2.000 9.630
78 H -0.339 -2.439 0.678
79 H 3.240 -2.474 6.034
80 H -5.476 0.913 -4.487
81 H 2.413 -2.050 3.750
82 H -1.352 -1.500 3.417
83 H 8.165 -0.837 4.004
84 H 6.644 -1.169 3.420
85 H 5.751 0.448 -2.345
86 H -6.970 5.789 0.670
87 H -4.165 0.713 3.741
88 H 4.081 0.107 2.256
89 H -0.685 -3.443 2.458
90 H -0.953 0.279 -0.575
91 H -2.900 1.511 -6.158
92 H -3.715 -0.710 -7.637
93 H 0.338 -1.118 4.806
94 H 8.950 1.504 1.983
95 H 0.596 -5.031 3.718
96 H -7.615 3.890 2.048
97 H -5.370 5.769 1.468
98 H 9.327 -0.869 1.828
99 H -4.497 4.932 -0.361
100 H -3.414 1.142 -1.116
101 H -4.983 0.582 -1.676
102 H 0.960 0.099 -2.536
103 H 3.959 -2.475 8.189
104 H -2.568 -6.252 0.092
105 H -2.244 -2.184 4.603
106 H 6.152 2.077 -0.210
107 H -3.925 3.563 1.283
108 H -0.478 0.760 -3.568
109 H -0.244 -0.863 1.449
110 H -2.057 -4.193 3.483
111 H -4.062 2.736 -5.866
112 H 2.868 5.404 -3.265
113 H 1.005 0.473 -5.614
114 H -1.062 1.743 1.764
115 H 2.236 -5.513 0.386
116 H 2.715 -3.613 -1.822
117 H 4.213 5.370 -4.484
118 H 4.176 0.361 -4.649
119 H 5.227 -0.480 1.125
120 H 5.524 3.993 4.930
121 H 3.835 -1.061 -1.150
122 H 3.498 -4.200 7.958
123 H 3.702 -1.441 1.404
124 H 1.972 -2.104 0.573
125 H 2.487 5.331 -4.857
126 H -5.045 3.568 -9.157
127 H 1.462 -3.777 -3.021
128 H -3.410 2.637 -8.166
129 H -0.144 -6.270 1.557
130 H 1.530 1.011 -0.226
131 H -2.626 1.513 -3.333
132 H 0.803 -4.177 6.826
133 H 4.280 2.237 1.272
134 H -6.250 1.029 0.429
135 H -4.904 0.110 2.383
136 H 7.886 -0.662 0.930
137 H 7.690 4.120 2.341
138 H -3.670 -0.252 -2.214
139 H 5.155 3.026 -4.153
140 H -5.347 -0.500 -8.342
141 H -1.609 2.049 3.406
142 H -3.192 -4.420 -1.591
143 H 1.700 -1.920 6.932
144 H -7.092 2.928 -8.390
145 H 5.992 -0.141 -0.788
146 H -7.430 1.488 1.636
147 H -2.365 0.052 2.267
148 H -6.909 1.268 -9.189
149 H -5.134 2.381 -10.336
150 H -6.215 4.601 2.931
151 H -0.511 -4.804 5.193
152 H -4.573 2.920 3.297
153 H -0.938 -1.306 -1.407
154 H -3.929 2.619 -2.935
155 H -2.029 3.092 1.975
156 H 3.164 2.410 -0.215
157 H -0.422 -2.043 6.056
158 H -6.340 2.440 -6.470
159 H 2.358 -5.153 -2.641
160 H -4.314 -4.063 -0.330
161 H 4.235 3.655 3.625
162 H 2.958 -3.253 10.161
163 H -0.982 -3.895 -1.873
164 H -5.253 -0.964 -6.719
165 H -0.023 -0.811 -3.560
166 H 5.542 4.812 3.469
167 H -2.601 -4.913 1.288
168 H -4.521 2.441 -0.030
169 H -6.841 0.898 -6.716
170 H -2.145 -1.001 -0.206
171 H -3.093 0.608 0.934
172 H 5.560 0.892 4.274
173 H 1.003 3.200 -4.496
174 H 1.683 -1.605 -0.820
175 H 8.197 -2.213 1.782
176 H -4.264 -0.056 -4.748
177 H -6.108 2.006 3.495
178 H 2.769 -3.802 3.648
179 H 1.753 0.516 1.491